# 1
The molecule C4H8N2O, computed with ωB97M-V/def2-TZVPD.

Structure (XYZ):
```
15
C4H8N2O | the OMol25 dataset | ωB97M-V/def2-TZVPD
C -0.98 -1.11 0.59
C -0.22 -0.02 -0.14
C -0.91 0.83 -1.12
N -0.45 1.39 0.16
C 1.24 -0.36 -0.35
O 1.64 -1.09 -1.25
N 2.04 0.15 0.63
H -1.94 -0.74 0.95
H -1.16 -1.96 -0.07
H -0.40 -1.46 1.45
H -0.39 1.19 -2.01
H -1.98 0.67 -1.26
H -1.23 1.50 0.80
H 1.71 0.97 1.11
H 3.04 0.03 0.52
```

Its molar mass is 100.12 g mol⁻¹. The value obtained for the calculated total energy is -341.95523 Ha. As for the frontier orbital gap: 10.627 eV. As for the HOMO energy: -9.63 eV. Its SMILES is C[C@@]1(C(N)=O)CN1.

---

# 2
A structure of composition C4H8N2O, computed with ωB97M-V/def2-TZVPD.

Structure (XYZ):
```
15
C4H8N2O | the OMol25 dataset | ωB97M-V/def2-TZVPD
C 2.16 -0.04 0.13
C 1.12 -0.69 -0.76
O 0.15 -1.39 0.11
C -0.75 -0.44 -0.31
N -1.97 -0.29 0.32
C -0.01 0.21 -1.21
N -2.18 1.05 0.71
H 1.64 0.51 0.92
H 2.76 0.68 -0.45
H 2.83 -0.78 0.58
H 1.55 -1.38 -1.49
H -2.11 -0.99 1.04
H -0.12 1.09 -1.83
H -3.14 1.29 0.55
H -1.95 1.19 1.69
```

Its molar mass is 100.12 g mol⁻¹. The value obtained for the calculated total energy is -341.86883 Ha. As for the frontier orbital gap: 9.103 eV. As for the HOMO energy: -8.04 eV.

---

# 3
A cluster of 2 separate species, C4H8N2O in total at a distorted geometry, computed with ωB97M-V/def2-TZVPD.

Structure (XYZ):
```
15
C4H8N2O | the OMol25 dataset | ωB97M-V/def2-TZVPD
N 0.47 -0.75 -2.38
C -0.26 -0.02 -1.49
O -1.47 0.03 -1.47
H -0.05 -1.18 -3.14
H 1.47 -0.62 -2.49
H 0.38 0.73 -0.87
C -0.21 1.22 1.43
C -0.30 -0.29 1.42
C 0.85 -0.98 1.41
N -1.06 2.02 0.88
H -1.59 1.53 0.15
H 0.35 1.62 2.29
H -1.26 -0.77 1.60
H 1.80 -0.50 1.18
H 0.87 -2.06 1.48
```

Its molar mass is 100.12 g mol⁻¹. The value obtained for the calculated total energy is -341.91151 Ha. As for the frontier orbital gap: 10.453 eV. As for the HOMO energy: -9.68 eV. Its SMILES is [H]/N=C\C=C.NC=O.

---

# 4
The molecule C4H8N2O, computed with ωB97M-V/def2-TZVPD.

Structure (XYZ):
```
15
C4H8N2O | the OMol25 dataset | ωB97M-V/def2-TZVPD
C -1.94 -0.60 -0.01
C -0.66 0.07 -0.45
N -0.49 1.48 0.03
C 0.78 1.16 0.73
C 0.68 -0.25 0.16
N 1.33 -1.23 -0.29
O 2.65 -1.34 0.11
H -2.73 -0.39 -0.75
H -2.28 -0.23 0.96
H -1.81 -1.69 0.04
H -0.49 -0.17 -1.51
H -0.37 2.16 -0.71
H 0.68 1.26 1.82
H 1.66 1.74 0.42
H 2.99 -1.96 -0.55
```

Its molar mass is 100.12 g mol⁻¹. The value obtained for the calculated total energy is -341.85717 Ha. As for the frontier orbital gap: 10.247 eV. As for the HOMO energy: -9.30 eV. Its SMILES is C[C@H]1NC/C1=N\O.